No. 1
{"formula": "C52H57AsCsFN2OP2SSi", "method": "the ωB97M-V functional and the def2-TZVPD basis", "orbital_gap_ev": 4.54, "charge": -2, "spin_multiplicity": 1, "total_energy_ha": -5926.5977, "species": ["Cs", "C", "Si", "C", "C", "N", "C", "C", "C", "C", "C", "C", "F", "H", "H", "H", "H", "H", "H", "H", "H", "H", "H", "H", "H", "H", "C", "C", "P", "C", "C", "C", "C", "C", "C", "C", "C", "C", "C", "C", "C", "C", "P", "C", "C", "C", "C", "C", "C", "C", "C", "C", "C", "C", "C", "H", "H", "H", "H", "H", "H", "H", "H", "H", "H", "H", "H", "H", "H", "H", "H", "H", "H", "H", "H", "H", "H", "H", "H", "H", "H", "O", "S", "C", "N", "C", "C", "C", "C", "C", "C", "H", "H", "H", "H", "H", "C", "As", "C", "C", "C", "C", "C", "C", "C", "C", "H", "H", "H", "H", "H", "H", "H", "H", "H", "H", "H", "H", "H"], "xyz": [[0.054, 0.084, -0.046], [5.931, -0.459, 1.456], [4.759, -0.539, -0.046], [4.187, -2.308, -0.044], [5.863, -0.400, -1.593], [3.464, 0.570, -0.027], [3.708, 1.888, -0.049], [5.007, 2.500, 0.003], [5.243, 3.864, -0.016], [4.198, 4.774, -0.093], [2.911, 4.245, -0.138], [2.696, 2.890, -0.105], [1.376, 2.519, -0.115], [6.660, -1.273, 1.379], [5.360, -0.623, 2.376], [6.482, 0.477, 1.566], [5.062, -2.967, -0.063], [3.558, -2.541, -0.904], [3.595, -2.547, 0.839], [6.590, -1.219, -1.605], [6.406, 0.541, -1.677], [5.236, -0.501, -2.484], [5.865, 1.846, 0.072], [6.269, 4.217, 0.030], [4.367, 5.843, -0.113], [2.036, 4.885, -0.179], [-0.470, -2.490, 2.435], [0.527, -1.320, 2.470], [0.032, 0.014, 3.655], [1.409, 1.211, 3.473], [1.089, 2.568, 3.446], [2.076, 3.534, 3.300], [3.401, 3.149, 3.164], [3.733, 1.801, 3.184], [2.746, 0.840, 3.336], [0.394, -0.727, 5.301], [1.309, -0.186, 6.204], [1.488, -0.746, 7.463], [0.757, -1.861, 7.845], [-0.166, -2.403, 6.960], [-0.354, -1.836, 5.710], [-0.536, -3.235, 1.101], [0.912, -3.803, 0.377], [0.333, -4.494, -1.246], [1.159, -4.393, -2.363], [0.774, -4.898, -3.600], [-0.453, -5.526, -3.740], [-1.294, -5.627, -2.638], [-0.909, -5.107, -1.412], [1.375, -5.516, 1.094], [0.427, -6.319, 1.721], [0.778, -7.524, 2.315], [2.102, -7.948, 2.303], [3.065, -7.153, 1.694], [2.700, -5.951, 1.101], [-1.474, -2.114, 2.673], [-0.202, -3.230, 3.207], [0.547, -0.779, 1.510], [1.535, -1.692, 2.673], [0.048, 2.864, 3.527], [1.806, 4.582, 3.252], [4.170, 3.892, 2.990], [4.761, 1.497, 3.032], [3.018, -0.208, 3.321], [1.894, 0.679, 5.922], [2.209, -0.309, 8.144], [0.902, -2.303, 8.823], [-0.747, -3.272, 7.244], [-1.088, -2.261, 5.037], [-1.680, -1.890, 0.082], [-1.379, -3.935, 1.112], [2.118, -3.896, -2.262], [1.430, -4.787, -4.457], [-0.764, -5.912, -4.704], [-2.266, -6.099, -2.741], [-1.589, -5.162, -0.570], [-0.603, -5.970, 1.754], [0.020, -8.134, 2.795], [2.381, -8.884, 2.774], [4.104, -7.468, 1.690], [3.458, -5.327, 0.636], [-2.205, -1.160, -0.254], [0.616, 0.449, -5.630], [0.817, 0.764, -3.924], [0.128, 0.035, -3.130], [-0.664, -0.867, -3.834], [-1.552, -1.768, -3.240], [-2.290, -2.576, -4.082], [-2.153, -2.506, -5.474], [-1.278, -1.616, -6.067], [-0.536, -0.788, -5.227], [1.501, 1.532, -3.585], [-1.679, -1.785, -2.148], [-2.986, -3.283, -3.650], [-2.744, -3.163, -6.102], [-1.178, -1.561, -7.143], [-3.933, 3.866, -0.607], [-2.772, 2.323, -0.206], [-4.123, 0.973, -0.577], [-2.834, 2.390, 1.783], [-4.201, 2.433, 2.371], [-4.810, 3.637, 2.725], [-6.098, 3.665, 3.241], [-6.806, 2.484, 3.413], [-6.210, 1.277, 3.066], [-4.923, 1.252, 2.551], [-4.894, 3.790, -0.095], [-4.103, 3.880, -1.684], [-3.444, 4.800, -0.324], [-5.075, 1.215, -0.098], [-3.721, -0.006, -0.275], [-4.260, 0.965, -1.662], [-2.242, 3.263, 2.069], [-2.303, 1.500, 2.123], [-4.261, 4.564, 2.594], [-6.550, 4.613, 3.511], [-7.811, 2.502, 3.816], [-6.751, 0.348, 3.196], [-4.463, 0.309, 2.273]], "forces_ev_per_angstrom": [[-0.4, 2.1, -3.9], [0.0, -0.1, 0.0], [0.0, 0.2, -0.1], [0.0, -0.1, 0.0], [0.0, -0.1, 0.0], [0.1, 0.2, 0.0], [0.2, 0.1, 0.0], [0.0, 0.1, 0.0], [0.0, -0.1, 0.0], [0.0, 0.0, 0.0], [-0.1, 0.0, 0.0], [0.0, 0.2, 0.0], [0.3, 0.1, 0.0], [0.0, 0.0, 0.0], [0.0, 0.0, 0.0], [0.0, 0.0, 0.0], [0.0, 0.0, 0.0], [0.0, 0.0, 0.0], [0.0, 0.0, 0.0], [0.0, 0.0, 0.0], [0.0, 0.0, 0.0], [0.0, 0.0, 0.0], [0.0, 0.0, 0.0], [0.0, 0.0, 0.0], [0.0, 0.0, 0.0], [0.0, 0.0, 0.0], [0.1, -0.5, -0.4], [0.2, -0.2, 0.7], [0.0, -0.1, 0.0], [0.0, 0.0, 0.0], [0.0, 0.0, 0.0], [0.0, 0.0, 0.0], [0.0, 0.0, 0.0], [0.0, 0.0, 0.0], [0.0, 0.0, 0.0], [0.0, 0.0, 0.0], [0.0, 0.0, 0.0], [0.0, 0.0, 0.0], [0.0, 0.0, 0.0], [0.0, 0.0, 0.0], [0.0, 0.0, 0.0], [-0.2, -0.1, 0.2], [0.1, -0.1, 0.0], [0.0, 0.1, 0.0], [0.0, 0.0, 0.0], [0.0, 0.0, 0.0], [0.0, 0.0, 0.0], [0.0, 0.0, 0.0], [0.0, 0.0, 0.0], [0.1, 0.1, -0.1], [0.0, 0.0, 0.1], [0.0, 0.0, 0.0], [0.0, 0.0, 0.0], [0.0, 0.0, 0.0], [0.0, 0.0, -0.1], [0.0, 0.0, -0.1], [0.0, 0.4, 0.4], [1.0, -2.3, 3.7], [0.0, 0.1, 0.0], [0.0, 0.0, 0.0], [0.0, 0.0, 0.0], [0.0, 0.0, 0.0], [0.0, 0.0, 0.0], [0.0, 0.0, 0.0], [0.0, 0.0, 0.0], [0.0, 0.0, 0.0], [0.0, 0.0, 0.0], [0.0, 0.0, 0.0], [0.0, 0.0, 0.0], [0.0, -0.7, 0.2], [-0.1, 0.1, -0.1], [0.0, 0.0, 0.0], [0.0, 0.0, 0.0], [0.0, 0.0, 0.0], [0.0, 0.0, 0.0], [0.0, 0.0, 0.0], [0.0, 0.0, 0.0], [0.0, 0.0, 0.0], [0.0, 0.0, 0.0], [0.0, 0.0, 0.0], [0.0, 0.0, 0.0], [-1.1, 0.4, -0.4], [0.0, 0.0, 0.0], [0.0, -0.1, 0.0], [0.0, 0.0, -0.1], [-0.1, 0.0, 0.0], [0.1, 0.0, 0.0], [0.0, 0.0, 0.0], [0.0, 0.0, 0.0], [0.0, 0.0, 0.0], [0.0, 0.0, 0.0], [0.0, 0.0, 0.0], [-0.1, 0.1, 0.0], [0.0, 0.0, 0.0], [0.0, 0.0, 0.0], [0.0, 0.0, 0.0], [0.1, 0.1, 0.1], [-0.2, 0.0, -0.2], [-0.1, 0.0, 0.0], [0.0, 0.0, 0.0], [0.0, 0.0, 0.0], [0.0, 0.0, 0.0], [0.0, 0.0, 0.0], [0.0, 0.0, 0.0], [0.0, 0.0, 0.0], [0.0, 0.0, 0.0], [0.0, 0.0, 0.0], [0.0, 0.0, 0.0], [0.0, 0.0, 0.0], [0.0, 0.0, 0.0], [0.1, 0.0, -0.1], [0.0, 0.0, 0.0], [0.0, 0.0, 0.0], [0.0, 0.0, 0.0], [0.0, 0.0, 0.0], [0.0, 0.0, 0.0], [0.0, 0.0, 0.0], [0.0, 0.0, 0.0], [0.0, 0.0, 0.0]]}

=====

No. 2
{"formula": "C52H58N6O2Ti", "method": "the ωB97M-V functional and the def2-TZVPD basis", "orbital_gap_ev": 5.73, "charge": 0, "spin_multiplicity": 1, "total_energy_ha": -3344.9741, "species": ["Ti", "C", "C", "C", "C", "C", "C", "C", "N", "C", "C", "C", "C", "C", "C", "C", "C", "C", "C", "N", "C", "C", "C", "N", "C", "C", "C", "C", "C", "C", "C", "C", "C", "C", "C", "C", "C", "C", "N", "C", "C", "H", "H", "H", "H", "H", "H", "H", "H", "H", "H", "H", "H", "H", "H", "H", "H", "H", "H", "H", "H", "H", "H", "H", "H", "H", "H", "H", "H", "H", "H", "H", "H", "H", "H", "H", "H", "H", "H", "H", "H", "H", "H", "H", "H", "O", "C", "C", "C", "C", "C", "C", "C", "N", "C", "C", "N", "C", "C", "C", "C", "C", "C", "C", "O", "H", "H", "H", "H", "H", "H", "H", "H", "H", "H", "H", "H", "H", "H"], "xyz": [[0.011, -0.284, 1.350], [-0.873, -6.757, 0.893], [-0.537, -5.689, -0.150], [0.157, -4.501, 0.438], [1.486, -4.325, 0.662], [2.613, -5.238, 0.301], [3.335, -4.793, -0.974], [1.624, -3.027, 1.270], [0.412, -2.415, 1.414], [-0.499, -3.338, 0.978], [-1.853, -3.269, 1.227], [-2.483, -2.284, 1.961], [-3.865, -2.352, 2.398], [-4.855, -3.476, 2.243], [-4.345, -4.912, 2.415], [-4.116, -1.168, 3.013], [-2.897, -0.399, 2.934], [-2.799, 0.923, 3.327], [-1.635, 1.652, 3.272], [-0.418, 1.119, 2.938], [0.471, 2.156, 3.094], [1.841, 2.025, 3.031], [2.515, 0.848, 2.776], [1.931, -0.287, 2.279], [2.932, -1.226, 2.262], [2.806, -2.493, 1.735], [4.170, -0.673, 2.756], [3.917, 0.636, 3.047], [4.785, 1.689, 3.673], [4.693, 1.692, 5.200], [5.405, -1.523, 2.885], [6.717, -0.817, 3.196], [-0.208, 3.369, 3.473], [-1.521, 3.050, 3.599], [-2.650, 3.942, 4.015], [-2.757, 4.088, 5.535], [0.435, 4.714, 3.587], [0.798, 5.285, 2.213], [-1.906, -1.096, 2.318], [-5.397, -0.685, 3.621], [-6.311, -0.006, 2.598], [-1.428, -7.585, 0.449], [-1.477, -6.333, 1.698], [0.036, -7.159, 1.343], [-1.448, -5.366, -0.659], [0.098, -6.119, -0.930], [2.232, -6.253, 0.175], [3.329, -5.289, 1.127], [2.622, -4.659, -1.791], [4.080, -5.525, -1.288], [3.841, -3.837, -0.821], [-2.451, -4.102, 0.894], [-5.362, -3.382, 1.277], [-5.634, -3.311, 2.989], [-5.170, -5.568, 2.692], [-3.911, -5.321, 1.503], [-3.589, -4.975, 3.200], [-3.692, 1.414, 3.688], [2.429, 2.894, 3.296], [3.694, -3.106, 1.668], [4.488, 2.669, 3.294], [5.818, 1.559, 3.365], [3.666, 1.869, 5.524], [5.328, 2.466, 5.633], [5.002, 0.728, 5.609], [5.533, -2.081, 1.953], [5.219, -2.287, 3.648], [6.952, -0.060, 2.446], [7.533, -1.541, 3.200], [6.701, -0.334, 4.173], [-3.591, 3.556, 3.619], [-2.515, 4.924, 3.555], [-2.881, 3.113, 6.008], [-3.605, 4.715, 5.814], [-1.852, 4.537, 5.947], [1.330, 4.650, 4.213], [-0.243, 5.398, 4.102], [1.529, 4.655, 1.702], [1.210, 6.291, 2.303], [-0.087, 5.329, 1.575], [-5.182, 0.004, 4.439], [-5.926, -1.527, 4.074], [-5.812, 0.848, 2.136], [-7.233, 0.348, 3.063], [-6.577, -0.699, 1.798], [0.312, 1.337, 0.481], [-0.373, 2.073, -0.400], [-1.688, 2.453, -0.123], [-2.406, 3.228, -1.015], [-1.840, 3.625, -2.224], [-0.551, 3.216, -2.516], [0.201, 2.464, -1.615], [1.496, 1.893, -2.026], [2.449, 1.675, -1.227], [3.420, 0.709, -1.670], [3.123, -0.607, -0.923], [1.683, -0.888, -0.809], [1.178, -1.483, -1.806], [-0.245, -1.793, -2.026], [-0.559, -2.538, -3.164], [-1.865, -2.841, -3.500], [-2.892, -2.363, -2.689], [-2.609, -1.621, -1.558], [-1.288, -1.343, -1.209], [-1.066, -0.665, -0.090], [-2.141, 2.125, 0.805], [-3.423, 3.510, -0.771], [-2.403, 4.222, -2.929], [-0.102, 3.475, -3.469], [1.549, 1.551, -3.072], [3.388, 0.534, -2.756], [4.428, 1.026, -1.397], [3.617, -1.423, -1.464], [3.550, -0.554, 0.072], [1.828, -1.797, -2.636], [0.256, -2.877, -3.796], [-2.084, -3.423, -4.384], [-3.924, -2.575, -2.941], [-3.392, -1.249, -0.908]], "forces_ev_per_angstrom": [[-0.3, -0.1, 0.7], [0.0, 0.0, 0.0], [0.0, 0.0, -0.1], [0.0, -0.1, 0.1], [0.0, 0.0, -0.1], [0.0, 0.0, 0.0], [0.0, 0.0, 0.0], [-0.1, 0.1, 0.2], [0.1, -0.2, -0.2], [0.0, 0.1, 0.1], [0.0, -0.1, 0.0], [-0.1, 0.0, -0.2], [0.0, -0.1, 0.0], [0.0, 0.0, 0.0], [0.0, 0.0, 0.0], [0.0, 0.0, 0.0], [0.0, 0.1, -0.1], [-0.1, 0.0, 0.0], [0.1, -0.2, 0.1], [0.1, 0.4, -0.1], [0.0, -0.2, 0.1], [0.0, 0.1, 0.0], [0.0, 0.0, -0.2], [0.1, 0.1, 0.0], [-0.1, 0.0, -0.1], [0.1, 0.0, 0.0], [0.1, 0.0, 0.0], [0.0, -0.1, 0.1], [0.0, 0.1, -0.1], [0.0, 0.0, 0.0], [0.0, 0.0, 0.0], [0.0, 0.0, 0.0], [0.0, 0.0, -0.1], [-0.1, 0.1, 0.0], [0.0, 0.0, 0.0], [0.0, 0.0, 0.0], [0.0, 0.0, 0.1], [0.0, 0.0, 0.0], [0.1, -0.1, 0.1], [0.0, 0.0, 0.0], [0.0, 0.0, 0.0], [0.0, 0.0, 0.0], [0.0, 0.0, 0.0], [0.0, 0.0, 0.0], [0.0, 0.0, 0.0], [0.0, 0.0, 0.0], [0.0, 0.0, 0.0], [0.0, 0.0, 0.0], [0.0, 0.0, 0.0], [0.0, 0.0, 0.0], [0.0, 0.0, 0.0], [0.0, 0.0, 0.0], [0.0, 0.0, 0.0], [0.0, 0.0, 0.0], [0.0, 0.0, 0.0], [0.0, 0.0, 0.0], [0.0, 0.0, 0.0], [0.0, 0.0, 0.0], [0.0, 0.0, 0.0], [0.0, 0.0, 0.0], [0.0, 0.0, 0.0], [0.0, 0.0, 0.0], [0.0, 0.0, 0.0], [0.0, 0.0, 0.0], [0.0, 0.0, 0.0], [0.0, 0.0, 0.0], [0.0, 0.0, 0.0], [0.0, 0.0, 0.0], [0.0, 0.0, 0.0], [0.0, 0.0, 0.0], [0.0, 0.0, 0.0], [0.0, 0.0, 0.0], [0.0, 0.0, 0.0], [0.0, 0.0, 0.0], [0.0, 0.0, 0.0], [0.0, 0.0, 0.0], [0.0, 0.0, 0.0], [0.0, 0.0, 0.0], [0.0, 0.0, 0.0], [0.0, 0.0, 0.0], [0.0, 0.0, 0.0], [0.0, 0.0, 0.0], [0.0, 0.0, 0.0], [0.0, 0.0, 0.0], [0.0, 0.0, 0.0], [0.0, 0.2, -0.2], [0.3, -0.2, 0.5], [-0.2, 0.1, 0.0], [0.0, 0.0, 0.0], [0.1, 0.0, 0.1], [0.0, 0.1, -0.1], [0.2, 0.0, -0.3], [-0.2, 0.1, 0.1], [0.0, 0.0, 0.0], [0.0, 0.0, 0.1], [-0.1, -0.1, -0.1], [0.2, 0.0, 0.1], [-0.3, -0.1, 0.0], [0.4, -0.1, -0.1], [0.0, 0.0, -0.1], [0.0, 0.0, 0.0], [0.0, 0.0, 0.0], [-0.1, -0.1, -0.2], [0.2, 0.3, 0.6], [-0.4, -0.3, -0.8], [0.0, 0.0, 0.0], [0.0, 0.0, 0.0], [0.0, 0.0, 0.0], [0.0, 0.0, 0.0], [0.0, 0.0, 0.0], [-0.1, 0.0, 0.0], [0.0, 0.0, 0.0], [0.1, 0.0, 0.0], [-0.1, 0.1, 0.1], [0.0, 0.0, 0.0], [0.0, 0.0, 0.0], [0.0, 0.0, 0.0], [0.0, 0.0, 0.0], [0.0, 0.0, 0.0]]}

=====

Calculated ΔE to the lowest compared entry with this formula, charge and spin (kcal/mol), listed in the same order as above: 0.0, 0.0
Calculated HOMO level (eV), listed in the same order as above: -0.908, -6.473